1.
The following is a DFT calculation (ωB97M-V/def2-TZVPD) of a gas-phase ion, C13H24BN3O4PS (charge +1).

Output
* gap between HOMO and LUMO: 5.6610 eV
* HOMO energy: -11.3 eV
* LUMO: -5.61 eV
* structure (SMILES): CCN(B(C)O)/C(NCc1ccc(C)cc1)=[N+](/[PH2]=O)S(C)(=O)=O
* charge: +1

The geometry in XYZ format:
```
47
C13H24BN3O4PS, DFT ωB97M-V/def2-TZVPD
C -0.709 -0.206 -2.244
C 1.223 -0.247 0.567
C -3.943 -0.942 -3.023
N 1.509 -0.701 -0.856
H -6.286 -0.558 -2.949
H 2.539 -0.806 -0.989
H -0.951 3.605 2.231
C 3.705 2.530 1.912
H 0.116 -2.931 -0.632
H -1.700 1.987 -1.758
H 3.337 3.662 1.943
O -1.072 -0.474 3.348
O 0.326 -2.498 3.737
H -5.727 -2.360 -2.947
N 0.760 -1.255 1.422
N 1.453 1.136 1.129
H -0.299 -2.519 -2.888
H 3.856 2.567 -0.821
C -2.752 -2.081 -3.174
H 1.781 -0.663 5.165
H 4.837 2.444 1.600
O 1.952 -3.721 0.758
H 1.017 1.350 -1.705
H -0.376 -3.730 1.508
H 0.788 3.098 0.482
H 1.460 -0.023 -2.915
P 0.547 -2.930 0.744
H -0.446 1.737 0.058
S 0.379 -1.049 3.110
H -4.324 1.414 -2.347
C -3.530 0.552 -2.486
C -1.166 -1.714 -2.789
C 0.875 0.192 -1.896
C -5.508 -1.298 -3.447
H -0.038 2.282 3.239
C -1.965 0.886 -2.118
C 0.305 2.084 0.886
C 1.699 -0.134 4.106
H -3.094 -3.131 -3.589
B 2.802 1.718 0.754
H -5.667 -1.330 -4.626
H 2.731 -0.035 3.552
H 1.349 0.978 4.343
H -1.546 1.816 2.188
C -0.563 2.494 2.215
O 3.420 1.686 -0.603
H 3.524 1.950 2.912
```

***

2.
The following is a DFT calculation (ωB97M-V/def2-TZVPD) of a single C13H24BrCl2IN2O2 molecule.

Output
* gap between HOMO and LUMO: 8.5232 eV
* HOMO energy: -9.2 eV
* LUMO: -0.64 eV
* structure (SMILES): C[C@H](Br)C[C@H](N)[C@](CC(=O)I)(OCCCN)[C@H](Cl)[C@H](C)Cl
* charge: 0

The geometry in XYZ format:
```
45
C13H24BrCl2IN2O2, DFT ωB97M-V/def2-TZVPD
H 2.572 0.260 -1.038
H 1.558 -0.602 3.864
N -0.845 -2.187 -0.883
H 2.954 -0.621 1.126
Cl -1.544 -0.056 1.989
H -4.661 -0.158 -1.391
H -2.550 1.530 -0.756
H -0.851 -0.370 -3.636
H -1.374 3.487 -1.566
H 0.853 -2.071 2.918
H 1.816 0.703 1.887
C -0.351 -0.843 -1.463
H 3.600 -0.674 4.749
H 0.625 -1.195 -2.064
I 2.017 0.579 -4.143
H 2.872 -3.130 3.892
H -0.211 3.700 0.005
H -1.404 1.017 -2.525
C 1.426 1.718 -2.314
C -3.747 -0.889 -1.366
Br -2.736 -2.694 -3.648
C 3.134 -2.151 3.261
H -0.064 -2.869 -0.799
H 4.712 -0.764 3.505
O 0.894 -0.896 0.605
H 1.984 1.830 -0.115
H -3.067 -0.615 -0.425
C 1.631 0.978 -0.874
C -1.336 -0.175 -2.558
C -0.689 0.974 0.647
Cl -2.976 2.305 1.522
C 1.856 -0.401 1.540
C 1.754 -1.322 2.932
H -2.084 4.291 -0.017
H -3.403 -0.193 -3.502
C 0.302 0.147 -0.307
H 0.000 1.707 1.297
N 4.102 -1.357 4.130
C -1.296 3.475 -0.375
H -1.376 -2.048 -0.002
C -2.832 -0.885 -2.713
H 3.725 -2.444 2.277
C -1.828 1.947 0.052
H -4.150 -1.987 -1.167
O 0.986 2.951 -2.550
```

***

3.
The following is a DFT calculation (ωB97M-V/def2-TZVPD) of a gas-phase ion, C13H24Cl3N4 (charge +1).

Output
* gap between HOMO and LUMO: 9.6230 eV
* HOMO energy: -12.7 eV
* LUMO: -3.08 eV
* structure (SMILES): CC[C@H](Cl)c1nc(N(C)CC(C)C)n([C@@H](Cl)CC)[n+]1Cl
* charge: +1

The geometry in XYZ format:
```
44
C13H24Cl3N4, DFT ωB97M-V/def2-TZVPD
N -0.439 -1.342 -0.124
H -1.161 0.257 -3.618
C 2.689 0.411 -0.922
C 0.140 -0.227 -0.620
H 0.656 1.822 -2.417
H 0.050 -2.512 4.090
C -2.242 0.174 -3.491
H -1.566 -2.973 1.987
C 0.118 -3.503 0.779
H -2.318 0.198 -0.021
C -0.533 -3.279 2.155
H 4.225 2.706 1.132
H -4.622 0.498 -2.441
Cl 3.246 -2.286 0.135
H 3.513 -0.205 -0.587
H 2.114 1.846 0.555
C 0.512 -2.180 0.195
C -2.059 0.576 -1.010
H -4.452 -0.300 -0.888
C -0.105 2.010 -1.667
H -2.262 -1.335 -1.958
H -0.943 2.489 -2.163
H -0.567 -4.257 2.635
C -4.161 -0.354 -1.938
C -2.637 -0.319 -2.103
H -0.614 -3.896 0.075
H -2.710 1.138 -3.702
H 4.946 2.349 -0.436
C 4.251 1.983 0.318
H -2.497 1.573 -1.094
H -0.142 -1.264 2.884
Cl 1.421 -4.700 0.856
H 2.634 2.563 -0.978
C 0.213 -2.282 3.039
C 2.844 1.785 -0.254
Cl 2.919 0.445 -2.696
N 1.510 -0.366 -0.574
H 0.259 2.692 -0.905
H 4.654 1.056 0.729
H -4.580 -1.268 -2.353
N 1.714 -1.665 -0.071
N -0.599 0.770 -1.082
H 1.290 -2.326 2.866
H -2.594 -0.523 -4.252
```

***

4.
The following is a DFT calculation (ωB97M-V/def2-TZVPD) of 3 unconnected molecules or ions with the total composition C13H24IN4O5S2.

Output
* gap between HOMO and LUMO: 9.6185 eV
* HOMO energy: -11.9 eV
* LUMO: -2.31 eV
* charge: +1

The geometry in XYZ format:
```
49
C13H24IN4O5S2, DFT ωB97M-V/def2-TZVPD
O 2.284 1.251 1.366
I -2.360 1.175 0.535
N -0.399 3.152 -2.277
H 3.896 4.342 1.383
H -4.109 -6.606 0.840
H -4.151 -2.776 0.968
C 3.964 3.348 3.319
S -2.681 -3.664 -0.643
C -4.930 -4.674 0.228
N -0.650 0.790 -2.155
C 4.851 1.408 2.063
H -2.388 -0.064 -2.875
H -2.121 1.615 -3.401
H 0.572 -0.414 -0.939
H 4.493 0.517 2.575
O -2.762 -3.712 -2.082
C 3.327 3.611 1.957
H 5.991 3.172 2.581
H 4.186 4.280 3.833
C -2.988 1.446 -1.505
C -2.556 -5.332 0.013
C -2.029 0.919 -2.563
C -3.830 -5.554 0.838
H 2.661 3.530 -1.414
H 3.277 2.775 3.944
S 3.466 2.038 1.114
H -5.805 -4.614 0.872
O -4.012 1.935 -1.758
O -1.685 -2.803 -0.042
C -4.300 -3.300 0.024
H -3.656 -5.258 1.874
H 1.986 1.186 -1.478
H -2.494 -6.000 -0.844
N 1.719 3.261 -1.672
H 0.515 -0.892 -2.675
H 2.276 3.890 1.997
N 1.364 1.947 -1.702
H -5.249 -5.082 -0.733
H 5.659 2.118 3.947
H -1.643 -5.397 0.598
H 5.647 1.144 1.371
C 0.064 1.902 -2.061
C 5.234 2.532 3.035
H -4.829 -2.661 -0.680
H 0.612 5.022 -2.083
C 0.627 3.943 -2.031
C -0.055 -0.502 -1.830
O 3.851 2.261 -0.275
H -0.840 -1.206 -1.557
```

***

5.
The following is a DFT calculation (ωB97M-V/def2-TZVPD) of a molecular structure, C13H24INO4Ti.

Output
* gap between HOMO and LUMO (spin up / spin down): 3.5003 / 4.7247 eV
* HOMO energy (spin up / spin down): -1.5 / -2.7 eV
* LUMO (spin up / spin down): 2.03 / 2.02 eV
* multiplicity: 4
* charge: -1

The geometry in XYZ format:
```
44
C13H24INO4Ti, DFT ωB97M-V/def2-TZVPD
H -19.703 -9.241 -0.907
H -14.016 -4.251 4.958
I -16.289 -11.537 6.784
H -20.339 -6.610 -0.941
H -13.822 -5.848 6.896
C -15.075 -4.486 4.855
O -17.763 -9.757 2.537
O -19.099 -10.056 0.885
O -19.021 -8.082 1.576
H -16.300 -4.081 3.052
O -14.514 -8.269 4.600
C -20.269 -8.058 0.878
H -19.773 -5.997 0.526
H -15.875 -6.925 0.895
C -13.339 -7.321 2.096
H -21.059 -9.852 0.145
Ti -16.102 -10.127 4.196
H -21.425 -6.130 0.149
C -20.090 -9.356 0.106
H -13.377 -8.389 1.882
C -14.883 -6.040 6.733
H -12.565 -7.258 2.861
C -14.616 -6.656 2.727
H -16.067 -8.089 1.953
H -13.101 -6.933 1.106
H -14.667 -4.772 1.506
C -20.500 -6.707 0.132
H -15.522 -5.309 7.228
H -17.385 -5.942 4.334
H -17.314 -6.028 6.142
H -16.932 -7.373 5.356
H -13.364 -4.672 2.427
H -15.112 -7.058 7.048
C -14.363 -5.102 2.499
H -20.858 -8.244 1.776
C -15.339 -5.951 5.206
N -14.605 -6.916 4.235
C -15.928 -7.008 1.980
H -14.951 -3.133 3.203
H -15.602 -3.702 5.400
C -18.578 -9.292 1.794
C -16.831 -6.298 5.203
H -16.797 -6.564 2.466
C -15.272 -4.154 3.408
```

***

6.
The following is a DFT calculation (ωB97M-V/def2-TZVPD) of a molecular structure, C13H24LuO6.

Output
* gap between HOMO and LUMO: 1.7209 eV
* HOMO energy: -17.3 eV
* LUMO: -15.61 eV
* charge: +3

The geometry in XYZ format:
```
44
C13H24LuO6, DFT ωB97M-V/def2-TZVPD
C 2.611 1.744 -0.516
C -2.235 0.856 -0.078
C 4.391 -0.016 1.057
H -2.668 3.098 -0.144
H 0.716 -0.894 0.025
H 1.380 -2.615 -0.681
O 0.863 3.949 0.366
H -3.093 -3.622 -0.328
C -2.775 -2.504 -0.582
H -3.329 0.824 1.930
C -4.350 -0.774 0.651
H -2.356 0.632 -1.241
O 2.776 0.357 -0.981
C 3.302 -0.810 2.024
C 4.049 -0.234 -0.534
H -5.034 -2.209 -1.117
O -0.473 -0.749 -2.450
H 2.583 -0.094 2.608
H -2.231 -2.111 0.401
H 3.622 2.364 -0.474
H 3.936 -1.412 -0.688
H -4.039 -1.540 1.504
Lu 5.092 2.453 -1.652
C -4.105 -1.529 -0.800
H -3.956 -0.776 -1.700
C -1.688 2.435 -0.003
H 2.126 1.672 0.572
H 2.755 -1.601 1.351
O -1.886 -2.562 -1.753
O -0.775 2.752 -1.112
H -1.239 2.572 1.069
C -3.622 0.689 0.782
H 3.933 -1.438 2.813
H -4.388 1.570 0.544
C 0.577 3.096 -0.647
O 1.709 2.481 -1.417
H -0.070 -2.525 0.568
H 4.565 1.106 1.371
C 0.450 -1.982 -0.359
H -1.361 0.201 0.340
H 5.434 -0.563 1.250
C -0.664 -1.763 -1.570
H -5.508 -0.614 0.771
H 4.978 0.088 -1.172
```

***

7.
The following is a DFT calculation (ωB97M-V/def2-TZVPD) of a gas-phase ion, C13H24N5O (charge +1).

Output
* gap between HOMO and LUMO: 9.0989 eV
* HOMO energy: -12.0 eV
* LUMO: -2.94 eV
* structure (SMILES): [H]/N=C(/C)Cc1[nH]c(CCO)[n+](C/C(C)=N/[H])c1CNC
* charge: +1

The geometry in XYZ format:
```
43
C13H24N5O, DFT ωB97M-V/def2-TZVPD
C 1.787 2.728 -0.810
H -3.056 -1.333 3.224
C -1.793 1.317 -2.037
H 0.758 -1.641 -1.379
H -2.262 2.046 -2.752
N 2.085 -4.095 0.311
H 2.493 3.017 -2.880
C -0.049 0.082 1.263
H -1.797 -1.970 0.687
H 2.863 2.850 -0.496
C 1.674 -2.294 -1.273
H 1.576 -3.136 -2.019
H 1.002 -2.314 2.147
H 2.578 -1.689 -1.599
H 3.052 0.275 -0.052
H -0.869 3.266 0.027
N 0.002 1.340 0.565
H 0.657 2.873 -2.701
H 2.549 0.728 -2.297
C -3.131 -1.939 2.277
N -3.353 1.235 -0.134
H -4.201 -1.963 1.948
C -1.223 -0.535 2.087
C 1.864 -2.834 0.198
H -1.745 0.321 2.617
C 1.652 2.459 -2.380
C 1.814 -1.879 1.489
N -2.229 -1.254 1.275
N 2.084 0.420 0.242
H -1.693 2.386 1.467
C 1.239 1.497 0.015
H 1.188 3.632 -0.508
C -2.189 1.606 -0.517
H 2.194 -4.351 1.303
H 2.801 -1.818 2.020
O 1.744 1.068 -2.727
H -0.773 -1.280 2.812
H -2.215 0.294 -2.288
C 1.279 -0.485 1.013
H -2.700 -2.959 2.501
H -0.677 1.235 -2.185
C -1.156 2.285 0.488
H -3.821 0.808 -0.943
```

***

8.
The following is a DFT calculation (ωB97M-V/def2-TZVPD) of a single C13H24N6 molecule.

Output
* gap between HOMO and LUMO: 9.3717 eV
* HOMO energy: -8.7 eV
* LUMO: 0.66 eV
* structure (SMILES): CC(C)(C)n1nnnc1CN1CCN2CCC[C@H]2C1
* charge: 0

The geometry in XYZ format:
```
43
C13H24N6, DFT ωB97M-V/def2-TZVPD
H 2.247 3.390 2.121
H -1.889 0.697 -1.203
H -1.422 -2.750 0.678
N 2.968 0.465 0.599
H 3.409 3.710 -0.218
H 1.084 2.256 1.438
H -2.226 -1.791 1.952
H 0.536 1.317 -0.356
H -5.688 -1.310 -1.060
H 2.119 1.755 2.775
C -4.823 -1.936 -1.273
H -5.171 -2.829 -1.789
H 4.593 1.449 2.453
H -1.067 -0.226 -2.494
N 2.316 -1.498 -0.024
C 4.538 2.033 1.539
C -3.784 -1.166 -2.111
N 3.855 -0.446 1.018
C 1.995 -0.225 -0.061
N -0.327 -0.606 -0.588
C -2.482 -1.369 -1.338
H 2.146 2.675 -0.876
C -1.434 -0.275 -1.466
C -1.857 -1.766 0.924
C 3.163 1.880 0.887
C -0.776 -0.698 0.790
H -1.185 0.270 1.139
H 4.714 3.080 1.774
H -4.690 -2.148 0.918
H -3.716 -1.535 -3.132
H -2.011 -2.327 -1.630
H 3.843 2.263 -1.129
C 2.080 2.348 1.864
H 5.318 1.684 0.869
N 3.454 -1.586 0.645
N -2.940 -1.421 0.038
H -4.029 -0.105 -2.142
C 0.783 0.308 -0.738
H 0.077 -0.968 1.415
C 3.131 2.679 -0.419
C -4.083 -2.307 0.024
H 1.005 0.395 -1.808
H -3.774 -3.367 0.000
```

***

9.
The following is a DFT calculation (ωB97M-V/def2-TZVPD) of a molecular structure, C13H24NO4Rb.

Output
* gap between HOMO and LUMO: 2.4626 eV
* HOMO energy: -3.9 eV
* LUMO: -1.45 eV
* charge: 0

The geometry in XYZ format:
```
43
C13H24NO4Rb, DFT ωB97M-V/def2-TZVPD
H 4.311 4.882 -6.265
C 3.436 4.893 -6.914
O 0.795 2.894 -5.875
Rb -0.775 -3.078 -3.860
H 3.847 4.987 -7.919
H -1.944 0.333 3.318
H 0.955 -0.998 3.978
H 3.904 7.192 -5.555
O 1.338 5.048 -5.943
C 0.050 -2.882 4.355
N -1.873 -1.923 2.319
C 2.366 5.884 -6.523
H -1.268 0.832 1.737
O 2.764 3.704 -6.727
O -2.479 -1.851 0.991
H -4.056 -3.229 4.107
H -1.443 -4.458 4.549
C -1.079 0.277 2.656
C 0.472 -1.373 1.459
H 0.986 -2.331 1.386
C -1.399 -3.398 4.300
H 2.310 7.899 -5.634
C -1.556 -4.384 2.017
H 0.682 -3.479 3.698
H -4.172 -3.386 2.296
C -0.581 -1.222 2.581
C 1.526 3.793 -6.246
H -0.837 -3.894 1.360
C -2.158 -3.301 2.933
H -0.424 -0.722 4.713
H -1.981 -3.075 5.162
H -1.138 -5.199 2.607
H 0.098 -1.043 0.489
H 2.075 6.301 -7.487
C -3.624 -3.652 3.200
H -0.277 0.924 3.012
H 1.225 -0.644 1.758
C -0.048 -1.425 3.971
H 2.623 6.566 -4.530
C 2.841 6.953 -5.525
H -2.293 -4.776 1.317
H -3.602 -4.732 3.347
H 0.403 -2.909 5.385
```

***

10.
The following is a DFT calculation (ωB97M-V/def2-TZVPD) of a molecular structure, C13H24NO6PbS.

Output
* gap between HOMO and LUMO: 8.7618 eV
* HOMO energy: -11.5 eV
* LUMO: -2.73 eV
* charge: +1

The geometry in XYZ format:
```
46
C13H24NO6PbS, DFT ωB97M-V/def2-TZVPD
H 3.096 -2.053 -0.986
O 0.368 -1.818 -0.852
H 3.472 -1.782 2.420
H -1.644 -1.282 -2.402
H 3.198 -0.031 2.382
H -2.271 0.971 -2.934
C 0.395 -1.932 -2.270
H 0.197 -2.968 -2.563
H -1.809 3.352 0.393
H 1.525 -0.925 3.812
H 0.751 -2.947 0.779
S 0.896 3.071 1.519
C 1.439 -1.189 2.755
N 2.187 1.788 3.699
C -0.672 -1.046 -2.853
H -1.194 -1.494 2.109
C 1.662 2.328 2.823
H -1.354 1.545 2.466
O 2.693 -0.974 0.668
H 1.376 -1.643 -2.665
C -1.688 0.594 2.042
C -0.843 -0.547 2.534
H -2.849 0.790 -0.946
O -0.338 0.310 -2.592
H 3.242 -2.967 0.514
H -3.432 1.513 0.555
C -1.236 1.243 -3.168
H 1.074 -2.218 2.673
C 2.635 -2.222 -0.011
C 2.786 -0.997 2.092
H -0.896 -0.599 3.625
H -0.737 -1.220 -3.932
O -1.559 0.630 0.611
C 1.219 -2.746 -0.183
H -2.765 3.276 -1.097
H -1.136 1.255 -4.259
C -2.556 1.388 -0.084
H -2.731 0.415 2.309
O 0.500 -0.313 2.130
H 1.256 -3.693 -0.732
O -0.793 2.639 -1.205
H 0.123 2.889 -2.982
Pb 0.889 0.890 -0.086
C -0.871 2.610 -2.630
H -1.580 3.361 -2.984
C -2.024 2.749 -0.491
```

***

11.
The following is a DFT calculation (ωB97M-V/def2-TZVPD) of a single C13H24Si2 molecule.

Output
* gap between HOMO and LUMO: 9.2631 eV
* HOMO energy: -8.5 eV
* LUMO: 0.81 eV
* structure (SMILES): C[Si](C)(C)C(c1ccccc1)[Si](C)(C)C
* charge: 0

The geometry in XYZ format:
```
39
C13H24Si2, DFT ωB97M-V/def2-TZVPD
C -1.783 -0.797 1.721
H -2.217 -1.286 -2.601
H -2.237 -0.661 2.708
H 4.064 -2.950 1.451
H -0.904 2.066 -3.629
H -2.932 1.539 -0.230
H 0.726 -1.659 -2.531
C -0.673 2.068 -2.575
Si -1.049 0.854 1.261
H 0.152 -2.206 -0.057
H 2.850 1.039 0.562
C 2.043 -2.733 0.777
C 0.289 0.533 -0.084
H -2.924 -0.112 -1.508
H -1.025 -1.572 1.831
H 0.850 1.282 2.661
H 4.544 -0.562 1.438
C -0.188 1.607 2.732
C 3.280 -2.269 1.155
H -0.186 2.682 2.690
C 0.796 -0.615 -2.820
H -0.744 1.245 3.608
Si -0.430 0.345 -1.810
H -3.284 1.799 1.488
C 2.600 -0.014 0.708
C 1.327 -0.447 0.358
H -1.975 -1.462 -0.925
C -2.522 1.876 0.713
H 0.292 2.562 -2.423
C 3.573 -0.905 1.102
H 0.691 1.543 -0.257
C 1.065 -1.835 0.357
H -2.591 -1.162 1.093
H -2.218 2.909 0.624
H 1.789 -0.226 -2.698
H -1.404 2.655 -2.057
C -2.022 -0.702 -1.709
H 1.859 -3.795 0.776
H 0.521 -0.633 -3.902
```